Arrangement 1

Computed, not measured: a structure of composition C22H26BN7O4Pt, with ωB97M-V/def2-TZVPD.

Values from the calculation:
* frontier orbital gap: 7.67 eV
* net charge: 0

Cartesian coordinates (Å):
Pt 0.988 0.095 0.561
O -1.362 6.641 0.312
O 1.153 0.483 2.527
O -1.416 6.176 2.414
O 0.827 2.040 4.089
N -1.116 5.932 1.267
N -0.175 -1.096 -1.866
N 0.652 -1.843 0.923
N -2.241 -0.964 -0.414
N -0.278 -2.523 0.204
N -1.943 0.278 0.051
N 0.855 -0.344 -1.406
C -0.389 4.668 1.006
C 2.829 0.859 -2.316
C -0.135 -1.125 -3.207
C 2.295 -2.253 2.738
C -0.307 -3.795 0.640
C 0.931 2.343 0.515
C -3.570 -1.204 -0.314
C 1.215 -2.673 1.803
C -0.093 4.341 -0.308
C -0.067 3.859 2.077
C 0.582 3.159 -0.555
C 0.963 -0.390 -3.620
C -1.202 -4.848 0.081
C 0.880 1.696 2.933
C -4.149 -0.088 0.241
C 0.599 2.674 1.820
C -3.129 2.185 1.033
C 0.623 -3.926 1.655
C 1.570 0.071 -2.452
C -3.086 0.810 0.452
C -4.224 -2.469 -0.764
C -1.141 -1.859 -4.025
B -1.141 -1.877 -0.929
H -1.051 -4.974 -0.991
H 3.240 0.781 -1.310
H -4.124 2.617 0.930
H 2.869 -3.124 3.050
H 0.836 2.878 -1.567
H -0.386 5.008 -1.105
H -0.988 -5.793 0.576
H 2.676 1.912 -2.553
H -2.875 2.175 2.095
H -1.623 -2.781 -1.544
H 2.963 -1.537 2.262
H -2.252 -4.609 0.242
H 1.879 -1.766 3.618
H -0.333 4.121 3.091
H -2.154 -1.547 -3.770
H -2.417 2.831 0.521
H -5.195 0.067 0.450
H -0.971 -1.659 -5.080
H 0.855 -4.819 2.208
H -3.958 -2.721 -1.791
H -3.948 -3.316 -0.135
H -1.073 -2.935 -3.860
H -5.305 -2.353 -0.708
H 3.578 0.476 -3.010
H 1.830 1.623 0.319
H 1.294 -0.233 -4.632

=====

Arrangement 2

Computed, not measured: a structure of composition C22H26BN7O4Pt, with ωB97M-V/def2-TZVPD.

Values from the calculation:
* frontier orbital gap: 7.32 eV
* net charge: 0

Cartesian coordinates (Å):
Pt -0.008 -0.643 -0.143
O -3.026 -0.085 -6.080
O -4.925 -0.106 -5.063
O 0.984 -1.558 -1.627
O 0.963 -2.059 -3.801
N -0.793 0.332 1.443
N 0.339 1.655 -0.951
N -3.725 -0.284 -5.109
N 1.209 2.234 -0.082
N 2.186 0.418 1.451
N -0.061 1.364 1.930
N 1.687 -0.749 0.965
C -0.425 1.973 -3.264
C 3.403 0.186 1.970
C 1.328 3.391 -1.951
C -3.832 -0.941 -2.740
C 2.586 -1.710 1.143
C -3.061 -0.774 -3.880
C -1.712 -1.043 -3.921
C -3.213 -1.401 -1.597
C 2.356 -3.107 0.687
C -1.088 -1.477 -2.756
C -2.903 -0.850 1.946
C 1.819 3.286 -0.668
C -1.840 -1.658 -1.589
C 0.407 -1.725 -2.777
C -1.851 1.168 3.201
C 0.404 2.341 -2.080
C -0.686 1.885 3.000
C -1.875 0.194 2.202
C 2.836 4.130 0.025
C -0.151 3.037 3.781
C 4.225 1.252 2.612
C 3.698 -1.153 1.783
B 1.337 1.711 1.367
H -0.030 3.919 3.152
H -1.136 -0.915 -4.825
H -0.843 3.279 4.585
H 0.820 2.805 4.217
H 2.701 -3.233 -0.340
H 3.682 1.738 3.423
H 2.452 4.534 0.962
H 3.739 3.560 0.252
H -2.586 1.324 3.972
H -0.688 2.859 -3.841
H -3.800 -1.579 -0.709
H 3.119 4.962 -0.618
H 4.597 -1.663 2.083
H -2.447 -1.745 1.523
H 1.837 2.543 2.063
H -1.414 -2.206 -0.722
H -4.890 -0.731 -2.775
H 1.292 -3.341 0.707
H 5.135 0.814 3.017
H 1.597 4.129 -2.689
H 2.890 -3.806 1.328
H 0.114 1.293 -3.926
H 4.508 2.022 1.894
H -3.401 -1.120 2.876
H -3.663 -0.484 1.255
H -1.344 1.483 -2.942

=====

Going by the computed energies, the most stable comes first: arrangement 1, arrangement 2.

=====

Arrangement 1

Computed, not measured: a structure of composition C4H9N4O, with ωB97M-V/def2-TZVPD.

Values from the calculation:
* frontier orbital gap: 10.42 eV
* net charge: +1

Cartesian coordinates (Å):
O -0.615 2.895 -0.627
N -0.251 0.707 -0.042
N 1.393 2.245 1.261
N 1.686 -0.080 1.462
N -1.183 0.763 -1.730
C -0.577 -0.348 -0.959
C 1.107 0.977 1.068
C -0.692 1.686 -0.796
C -1.416 -1.442 -0.408
H 1.918 2.608 2.100
H 0.827 2.982 0.794
H 1.416 -1.038 1.073
H -1.197 -2.349 -1.029
H 0.208 -0.761 -1.602
H -2.546 -1.168 -0.298
H -1.185 -1.572 0.642
H 2.618 0.001 1.951
H -1.935 0.758 -2.342

=====

Arrangement 2

Computed, not measured: the ion C4H9N4O with charge +1, with ωB97M-V/def2-TZVPD.

Values from the calculation:
* SMILES string: CN(CN=C=[NH2+])/N=C\O
* frontier orbital gap: 9.27 eV
* net charge: +1

Cartesian coordinates (Å):
O 1.894 -1.191 1.966
N 0.318 0.090 0.810
N 0.821 -0.337 -0.470
N -2.030 2.338 0.701
N -0.414 1.654 -0.992
C 0.692 0.792 -1.354
C -1.072 1.855 -0.028
C 0.066 -1.664 -0.844
C 0.798 -0.376 1.860
H -0.890 -1.515 -1.053
H 2.245 -1.439 1.110
H 1.530 1.375 -1.508
H 0.734 -2.049 -1.580
H -2.824 2.828 0.345
H 0.385 -0.010 2.824
H 0.375 0.261 -2.280
H -1.907 2.543 1.753
H 0.158 -2.326 -0.059

=====

Going by the computed energies, the most stable comes first: arrangement 1, arrangement 2.

=====

Arrangement 1

Computed, not measured: a cluster of 2 separate species, C6H4O in total, with ωB97M-V/def2-TZVPD.

Values from the calculation:
* SMILES string: C=C=C=C=O.C#C
* frontier orbital gap: 8.72 eV
* net charge: 0

Cartesian coordinates (Å):
O -1.569 -1.022 -1.996
C 0.749 -1.243 -1.180
C -1.959 1.392 0.084
C 1.394 -0.842 -0.140
C 1.814 -0.285 0.971
C -0.966 0.750 0.290
C -0.518 -1.016 -1.512
H 1.643 -0.761 1.931
H 2.276 0.698 0.956
H -0.035 0.347 0.643
H -2.829 1.983 -0.047

=====

Arrangement 2

Computed, not measured: an isolated molecule of C6H4O, with ωB97M-V/def2-TZVPD.

Values from the calculation:
* frontier orbital gap: 9.23 eV
* net charge: 0

Cartesian coordinates (Å):
O 1.684 1.655 1.337
C 1.408 0.632 0.765
C -2.324 -0.139 -0.773
C 0.101 0.319 0.240
C 2.530 -0.402 0.500
C -0.994 0.106 -0.224
C 2.211 -1.404 1.255
H -2.596 0.656 -1.475
H -2.367 -1.098 -1.298
H -3.067 -0.148 0.031
H 3.378 -0.089 -0.102

=====

Arrangement 3

Computed, not measured: a structure of composition C6H4O, with ωB97M-V/def2-TZVPD.

Values from the calculation:
* frontier orbital gap: 9.95 eV
* net charge: 0

Cartesian coordinates (Å):
O -0.327 -1.177 -0.349
C -1.571 -0.695 -0.201
C 3.157 -0.533 -0.208
C -1.558 0.556 0.337
C -0.187 0.874 0.537
C 0.522 -0.210 0.109
C 1.914 -0.409 -0.042
H 0.245 1.786 0.925
H -2.364 -1.353 -0.525
H 2.584 -0.015 -1.144
H -2.415 1.175 0.559

=====

Arrangement 4

Computed, not measured: an isolated molecule of C6H4O, with ωB97M-V/def2-TZVPD.

Values from the calculation:
* SMILES string: C#CCC(=O)C#C
* frontier orbital gap: 10.43 eV
* net charge: 0

Cartesian coordinates (Å):
O 0.231 -1.375 -0.910
C -1.761 -0.331 0.552
C 0.476 -0.316 -0.377
C 2.918 0.741 -0.524
C -2.677 -1.104 0.409
C 1.814 0.266 -0.457
C -0.563 0.515 0.416
H -0.115 0.839 1.372
H -0.763 1.437 -0.166
H -3.465 -1.819 0.281
H 3.905 1.150 -0.596

=====

Going by the computed energies, the most stable comes first: arrangement 4, arrangement 3, arrangement 1, arrangement 2.